ORCA calculation (ωB97M-V with the def2-TZVPD basis set) on 2 unconnected molecules or ions with the total composition C7H11N in a non-equilibrium geometry.

ΔE to the lowest compared entry with this formula, charge and spin = 8.658 eV
2S+1 = 1
Frontier orbital gap = 9.53 eV
E_HOMO = -8.73 eV
LUMO = 0.80 eV

Each line ends with the Löwdin charge.
Element x y z (Å)
C (1.21030, -1.26307, -0.74202)  0.04
C (0.31576, -0.79591, -0.02007)  -0.46
C (-0.15771, -1.25603, 1.22437)  -0.31
C (-1.23683, 0.59884, 0.74116)  -0.17
C (-0.28718, 0.41977, -0.36084)  -0.38
C (0.79682, 1.38659, -0.89353)  -0.15
C (-0.10565, 0.94600, -1.93286)  -0.07
H (1.38648, -0.86342, -1.73590)  0.06
H (1.70874, -2.14047, -0.68510)  0.05
H (-1.24810, -1.68702, 1.04953)  0.13
H (0.14784, -2.24432, 1.88105)  0.17
H (0.86592, 0.46916, 1.71206)  0.26
H (-1.76131, 1.59980, 1.07736)  0.13
H (-2.23831, -0.07270, 0.57164)  0.15
H (0.41041, 2.39754, -0.66854)  0.12
H (1.82678, 1.04402, -0.94916)  0.11
H (-0.71517, 1.83125, -2.47269)  0.14
H (0.11291, -0.06793, -2.57582)  0.14
N (-0.52990, -0.06901, 2.09977)  0.02